# 1
ORCA calculation (ωB97M-V with the def2-TZVPD basis set) on 2 unconnected molecules or ions with the total composition C5H12NO2 at a distorted geometry.

```
20
Properties=species:S:1:pos:R:3:forces:R:3
O -0.983 -1.127 -0.699 1.38 -0.89 -0.47
C -1.735 -0.279 -0.315 0.63 0.81 0.04
C -1.285 1.098 0.079 -0.04 0.65 0.28
C -0.347 1.925 -0.822 0.51 0.44 -0.33
C 1.001 1.329 -1.367 -1.51 0.39 1.42
C 2.717 0.113 -0.210 1.25 -0.87 1.78
N 1.537 0.178 -0.623 -1.61 0.56 -1.15
H -2.779 -0.513 -0.253 -1.01 -0.07 0.19
H -2.203 1.653 0.251 0.03 0.43 -0.06
H -0.797 1.090 1.058 -0.16 -0.56 0.14
H -0.867 2.362 -1.688 0.06 -0.45 0.17
H -0.041 2.809 -0.252 -0.28 -0.21 0.19
H 0.826 1.024 -2.361 0.07 -0.74 -1.16
H 1.723 2.113 -1.367 0.68 0.40 -0.04
H 3.043 -0.839 0.186 -0.01 -0.17 0.11
H 3.437 0.930 -0.034 -0.70 0.00 -0.98
H 0.813 -0.601 -0.568 0.71 0.24 -0.11
H -2.139 -4.646 3.045 1.96 1.54 -0.53
H -0.581 -4.582 3.104 -0.40 0.28 -0.13
O -1.342 -4.039 2.836 -1.55 -1.80 0.64
```
Forces are in eV/Å.

Values from the calculation:
- net charge = +1
- HOMO-LUMO gap (eV) = 9.01
- highest occupied orbital energy (hartree) = -0.503
- E_LUMO (eV) = -4.66
- M (g mol⁻¹) = 118.16
- ΔE to the lowest compared entry with this formula, charge and spin (kcal/mol) = 42.7
- E (eV) = -10956.7658

***

# 2
ORCA calculation (ωB97M-V with the def2-TZVPD basis set) on a gas-phase ion, C5H12NO2 (charge +1) at a distorted geometry.

```
20
Properties=species:S:1:pos:R:3:forces:R:3
C 0.811 2.918 -0.862 -1.79 -1.61 -0.69
C 1.545 1.642 -0.328 0.28 0.73 -2.61
C 0.826 0.332 -0.632 0.67 -0.22 1.37
C -0.127 -0.093 0.479 2.80 -1.63 0.77
N -1.496 0.485 0.455 0.23 3.56 3.43
C -0.362 -1.562 0.229 -0.93 -0.79 2.67
O -1.071 -1.987 -0.618 -0.68 0.09 -1.95
O 0.020 -2.317 1.261 0.36 -0.48 0.29
H 0.060 3.285 -0.085 1.32 0.41 -1.22
H 0.217 2.697 -1.850 0.76 -0.05 1.92
H 1.593 3.526 -1.295 -0.20 1.19 0.90
H 2.017 1.794 0.640 -0.57 -0.35 0.38
H 2.407 1.603 -0.992 0.30 -0.11 0.04
H 0.201 0.351 -1.482 -0.25 0.45 -1.60
H 1.571 -0.505 -0.829 -0.93 0.89 0.56
H 0.499 0.062 1.425 -1.88 -0.11 -0.76
H -2.138 0.028 1.140 0.32 -0.45 -1.14
H -1.847 0.511 -0.511 -0.31 0.19 0.39
H -1.464 1.482 1.010 -0.03 -2.31 -2.57
H -0.390 -3.211 1.177 0.53 0.59 -0.17
```
Forces are in eV/Å.

Values from the calculation:
- net charge = +1
- HOMO-LUMO gap (eV) = 11.00
- highest occupied orbital energy (hartree) = -0.551
- E_LUMO (eV) = -4.00
- M (g mol⁻¹) = 118.16
- ΔE to the lowest compared entry with this formula, charge and spin (kcal/mol) = 38.8
- E (eV) = -10956.9366
- SMILES string = CCC[C@@H]([NH3+])C(=O)O

***

# 3
ORCA calculation (ωB97M-V with the def2-TZVPD basis set) on a gas-phase ion, C5H12NO2 (charge +1) at a distorted geometry.

```
20
Properties=species:S:1:pos:R:3:forces:R:3
C -2.725 -0.944 0.500 1.56 -0.58 -0.05
C -2.155 0.159 -0.352 1.53 0.27 -0.28
O -0.720 -0.191 -0.412 1.33 0.04 0.16
C 0.281 0.604 -0.310 -3.46 4.89 -1.56
O 0.128 2.106 -0.656 3.11 -4.93 1.03
N 1.431 0.150 -0.024 0.40 -2.34 0.78
C 1.528 -1.326 0.232 -1.90 -0.01 -1.30
C 2.648 0.908 0.025 -2.60 2.36 -1.32
H -3.731 -0.706 0.767 -0.66 0.00 0.43
H -2.718 -1.870 -0.148 0.01 0.81 1.09
H -2.021 -1.043 1.415 -1.56 -0.07 -1.39
H -2.108 1.180 0.016 -0.97 -0.03 0.31
H -2.356 0.126 -1.409 -1.05 0.16 -0.19
H -0.692 2.581 -0.624 -1.32 -0.51 0.29
H 1.480 -1.493 1.246 0.92 -0.11 2.51
H 2.346 -1.751 -0.282 1.21 -0.08 -0.23
H 0.653 -1.943 -0.047 0.25 1.02 -0.66
H 3.421 0.374 -0.360 2.04 -1.43 -1.77
H 2.988 1.280 0.922 0.03 0.25 2.79
H 2.321 1.798 -0.500 1.12 0.30 -0.64
```
Forces are in eV/Å.

Values from the calculation:
- net charge = +1
- HOMO-LUMO gap (eV) = 12.04
- highest occupied orbital energy (hartree) = -0.559
- E_LUMO (eV) = -3.18
- M (g mol⁻¹) = 118.16
- ΔE to the lowest compared entry with this formula, charge and spin (kcal/mol) = 60.3
- E (eV) = -10956.0032
- SMILES string = CCOC(O)=[N+](C)C

***

# 4
ORCA calculation (ωB97M-V with the def2-TZVPD basis set) on 2 unconnected molecules or ions with the total composition C5H12NO2 at a distorted geometry.

```
20
Properties=species:S:1:pos:R:3:forces:R:3
O -1.298 -0.034 -1.790 -0.13 -0.14 -0.34
C -1.984 -0.774 -1.128 0.46 0.43 0.58
C -2.131 -0.608 0.366 -0.23 -1.04 -0.16
C -1.348 0.518 1.020 -0.57 0.57 -0.39
C 0.107 0.531 0.703 -0.64 -0.35 -0.05
C 1.104 0.941 1.447 0.57 0.70 -0.64
N 2.474 0.950 0.827 -0.43 -1.21 0.96
H -2.485 -1.656 -1.558 -0.13 0.08 -0.15
H -3.194 -0.517 0.581 -0.22 0.27 -0.02
H -1.931 -1.610 0.765 0.34 0.08 0.22
H -1.725 1.428 0.536 0.01 0.10 0.11
H -1.633 0.601 2.066 0.37 -0.04 0.13
H 0.276 0.202 -0.313 0.36 -0.06 0.04
H 1.110 1.447 2.387 -0.23 -0.15 0.57
H 2.413 0.770 -0.179 0.25 0.57 -0.06
H 2.943 0.118 1.176 0.28 -0.27 0.05
H 3.043 1.724 1.170 -0.11 0.33 -0.76
H 2.086 -2.086 -1.580 0.11 -0.11 0.23
H 1.644 -0.722 -2.030 -0.10 -0.13 0.16
O 1.878 -1.213 -1.226 0.05 0.37 -0.49
```
Forces are in eV/Å.

Values from the calculation:
- net charge = +1
- HOMO-LUMO gap (eV) = 9.95
- highest occupied orbital energy (hartree) = -0.485
- E_LUMO (eV) = -3.25
- M (g mol⁻¹) = 118.16
- ΔE to the lowest compared entry with this formula, charge and spin (kcal/mol) = 32.3
- E (eV) = -10957.2174

***

# 5
ORCA calculation (ωB97M-V with the def2-TZVPD basis set) on a gas-phase ion, C5H12NO2 (charge +1) at a distorted geometry.

```
20
Properties=species:S:1:pos:R:3:forces:R:3
N -0.859 1.466 -1.357 0.39 0.41 2.09
C -1.046 0.692 -0.033 -0.76 -0.87 0.49
C -2.560 0.446 0.151 0.25 2.13 -1.01
O -3.255 1.414 -0.028 -0.26 -0.55 0.09
C -0.228 -0.578 0.093 0.96 0.61 0.39
C 1.263 -0.405 -0.297 -0.57 -2.10 -0.07
C 2.137 -0.751 0.896 1.89 0.76 -0.20
O 2.138 -2.129 1.217 -0.55 0.29 -0.14
H 0.150 1.583 -1.490 -0.09 -0.65 -0.67
H -1.382 1.043 -2.124 0.30 0.26 -0.17
H -1.137 2.432 -1.155 -0.82 -0.19 -0.45
H -0.832 1.386 0.803 0.38 -0.09 -0.72
H -2.957 -0.530 0.368 -0.09 -0.77 0.38
H -0.685 -1.495 -0.256 -0.28 0.14 -0.85
H -0.219 -0.762 1.171 -0.14 0.14 0.18
H 1.524 0.514 -0.813 0.15 0.37 0.37
H 1.576 -1.207 -0.983 -0.47 0.31 -0.27
H 3.177 -0.625 0.491 -0.67 0.41 1.00
H 1.914 -0.100 1.782 0.40 -0.50 -0.61
H 1.280 -2.392 1.563 -0.03 -0.11 0.17
```
Forces are in eV/Å.

Values from the calculation:
- net charge = +1
- HOMO-LUMO gap (eV) = 9.78
- highest occupied orbital energy (hartree) = -0.515
- E_LUMO (eV) = -4.24
- M (g mol⁻¹) = 118.16
- ΔE to the lowest compared entry with this formula, charge and spin (kcal/mol) = 50.2
- E (eV) = -10956.4443
- SMILES string = [NH3+][C@@H](C=O)CCCO

***

# 6
ORCA calculation (ωB97M-V with the def2-TZVPD basis set) on a gas-phase ion, C5H12NO2 (charge +1) at a distorted geometry.

```
20
Properties=species:S:1:pos:R:3:forces:R:3
C -0.962 -1.762 1.385 1.52 -0.47 1.04
C -1.528 -1.129 0.134 -0.49 -0.08 -1.30
C -0.571 -0.326 -0.765 -0.76 -0.17 -0.44
C 0.170 0.847 -0.172 0.99 -0.84 -1.36
N 1.335 0.322 0.716 -0.04 0.34 -0.48
C 0.873 1.563 -1.366 -0.08 1.97 -0.45
O 1.120 1.207 -2.478 -0.19 -1.26 0.60
O 1.117 2.828 -0.986 0.12 0.15 1.08
H 0.137 -2.002 1.295 -0.75 0.13 -0.14
H -1.338 -2.772 1.611 -0.35 0.63 -0.04
H -1.039 -1.130 2.303 -0.17 -0.46 -0.69
H -2.317 -0.407 0.361 -0.23 -0.41 0.29
H -1.980 -1.907 -0.549 0.41 0.80 0.86
H 0.138 -0.960 -1.315 -0.01 0.07 0.23
H -1.200 0.126 -1.558 0.32 -0.28 0.28
H -0.434 1.599 0.339 0.23 -0.37 0.35
H 1.173 -0.637 1.051 -0.37 0.30 0.06
H 1.513 0.938 1.506 0.10 0.03 0.12
H 2.189 0.272 0.141 -0.16 0.09 0.27
H 1.604 3.330 -1.656 -0.09 -0.18 -0.28
```
Forces are in eV/Å.

Values from the calculation:
- net charge = +1
- HOMO-LUMO gap (eV) = 11.42
- highest occupied orbital energy (hartree) = -0.557
- E_LUMO (eV) = -3.74
- M (g mol⁻¹) = 118.16
- ΔE to the lowest compared entry with this formula, charge and spin (kcal/mol) = 15.5
- E (eV) = -10957.9481
- SMILES string = CCC[C@@H]([NH3+])C(=O)O

***

# 7
ORCA calculation (ωB97M-V with the def2-TZVPD basis set) on 2 unconnected molecules or ions with the total composition C5H12NO2P at a distorted geometry.

```
21
Properties=species:S:1:pos:R:3:forces:R:3
C 3.846 -0.373 0.138 1.57 1.18 -0.53
C 0.633 0.188 1.512 -1.78 -2.54 -0.32
C -1.993 -0.743 -0.376 2.20 -2.71 1.37
C -1.654 1.585 -0.192 -4.34 -0.26 1.56
C 0.387 0.217 -0.006 1.91 -1.11 0.71
N -0.986 0.350 -0.560 -0.98 -0.36 2.84
O 4.005 0.544 -0.566 -0.51 -0.32 0.20
O 3.961 -1.223 0.914 -0.59 -0.67 0.43
P 1.367 -0.995 -0.978 -0.74 2.54 0.29
H 0.958 1.104 1.903 -0.04 1.50 0.78
H -0.219 -0.294 2.143 1.05 1.04 -0.80
H 1.452 -0.512 1.721 -0.02 0.11 -0.16
H -1.450 -1.781 -0.428 -0.86 2.08 0.33
H -2.516 -0.626 0.574 0.36 -0.05 0.00
H -2.703 -0.771 -1.131 -1.33 0.38 -1.63
H -2.773 1.638 -0.542 2.27 -0.09 -0.41
H -1.938 1.585 0.885 0.98 -0.45 -0.29
H -1.135 2.473 -0.327 1.21 1.27 -0.87
H -0.682 0.341 -1.474 -0.01 0.31 -2.97
H 0.721 -2.198 -1.063 -0.91 -1.46 0.05
H 0.720 -0.508 -2.147 0.54 -0.39 -0.57
```
Forces are in eV/Å.

Values from the calculation:
- HOMO-LUMO gap (eV) = 7.11
- highest occupied orbital energy (hartree) = -0.242
- E_LUMO (eV) = 0.52
- M (g mol⁻¹) = 149.13
- ΔE to the lowest compared entry with this formula, charge and spin (kcal/mol) = 100.6
- E (eV) = -20249.7071

***

# 8
ORCA calculation (ωB97M-V with the def2-TZVPD basis set) on a single C5H12NO2P molecule at a distorted geometry.

```
21
Properties=species:S:1:pos:R:3:forces:R:3
C 1.316 1.384 -0.339 1.47 -0.20 0.71
C 0.345 1.613 -1.438 2.36 -0.18 -3.23
C 0.345 1.010 0.758 3.22 -1.66 0.95
C -0.478 0.430 -1.657 1.65 -4.17 1.44
C 0.030 -0.384 0.445 -5.16 1.14 -1.24
N 1.026 -1.244 0.534 3.93 -1.53 0.83
O -1.959 -1.927 -0.238 0.05 0.00 0.40
O -1.019 -2.151 2.115 1.12 -0.71 -1.02
P -1.656 -1.044 1.124 1.43 1.49 -2.00
H 2.021 0.455 -0.588 -1.18 2.47 0.52
H 1.836 2.319 -0.010 0.19 -0.80 -0.72
H -0.203 2.470 -1.274 -1.39 1.94 0.66
H 0.992 1.887 -2.316 -0.76 -0.36 0.08
H 0.934 1.040 1.677 -0.36 0.23 0.69
H -0.438 1.691 0.725 -1.62 0.94 0.41
H -1.533 0.365 -1.493 -0.41 0.36 -0.54
H 0.012 -0.469 -2.219 -1.18 1.85 0.90
H 1.936 -0.905 0.978 -1.83 -0.95 -0.94
H -2.868 -2.209 -0.180 -0.52 -0.35 -0.26
H 0.879 -2.253 0.506 0.05 0.74 0.18
H -1.518 -2.077 2.889 -1.05 -0.27 2.19
```
Forces are in eV/Å.

Values from the calculation:
- HOMO-LUMO gap (alpha / beta) (eV) = 7.31 / 7.31
- highest occupied orbital energy (alpha / beta) (hartree) = -0.242 / -0.242
- E_LUMO (alpha / beta) (eV) = 0.72 / 0.72
- M (g mol⁻¹) = 149.13
- ΔE to the lowest compared entry with this formula, charge and spin (kcal/mol) = 69.4
- E (eV) = -20251.0602

***

> Which value of E does entry 8 give?

-20251.0602 eV